Record 1
The following is a DFT calculation (ωB97M-V/def2-TZVPD) of a 2-piece molecular cluster, C2H12N5 overall at a distorted geometry.

Positions of all 19 atoms, in Å:
C1 0.26260 -1.57696 -1.06286
C2 1.06822 -0.29981 -1.26468
N1 0.02300 -0.55215 1.63562
N2 -1.97153 0.26148 1.32013
N3 -0.29623 1.62255 1.68988
N4 0.17055 0.81653 -1.04699
N5 -0.80197 0.47631 1.37001
H1 -0.20056 -1.86513 -1.99038
H2 1.14144 -2.20854 -1.03233
H3 -0.27968 -1.67446 -0.24223
H4 1.90145 -0.22663 -0.58177
H5 1.44859 -0.26867 -2.38513
H6 -0.66361 -1.28903 1.70931
H7 0.67427 -0.69434 0.84667
H8 -0.52008 0.70003 -1.54842
H9 -2.60542 1.02391 0.96550
H10 0.65631 1.61518 2.01955
H11 -0.64495 2.48103 1.17640
H12 0.63759 1.65871 -1.57827

Calculated values
Total charge: +1
Gap between HOMO and LUMO, Eh: 0.33848
E_HOMO, eV: -14.08
Spin multiplicity: 1

Mulliken atomic charge list, values in e, 5 entries:
1. C -1.24
2. C -0.83
3. N -0.78
4. N -0.82
5. N -0.52


Record 2
The following is a DFT calculation (ωB97M-V/def2-TZVPD) of a single C3H8NOP molecule at a distorted geometry.

Positions of all 14 atoms, in Å:
C1 -0.80279 1.24640 0.21822
C2 1.52684 0.27173 -0.34484
C3 0.18421 0.16945 0.43992
N1 -0.29110 -1.03556 -0.24821
O1 -1.62668 -3.28167 -0.00560
P1 -0.91713 -2.33955 0.83971
H1 -1.76294 1.16500 0.74970
H2 -0.55902 2.16301 0.58029
H3 -0.83890 1.40166 -0.91702
H4 1.39040 0.22357 -1.36798
H5 2.30919 -0.46205 -0.16701
H6 1.96391 1.35161 -0.17264
H7 0.26713 0.07537 1.46096
H8 -0.84311 -0.94895 -1.06550

Calculated values
Gap between HOMO and LUMO, Eh: 0.34646
E_HOMO, eV: -9.36
Spin multiplicity: 1
SMILES: CC(C)NP=O

Mulliken atomic charge list, values in e, 5 entries:
1. C -1.38
2. C -1.34
3. C 0.36
4. N -0.30
5. O -0.46


Record 3
The following is a DFT calculation (ωB97M-V/def2-TZVPD) of C43H48CrN5O4 as an isolated structure.

Positions of all 101 atoms, in Å:
Cr1 -0.28439 -0.07763 0.16586
C1 5.86205 0.83515 1.73749
C2 5.24409 1.02960 0.35093
C3 3.99448 0.22626 0.16630
C4 3.87931 -1.04169 -0.31456
C5 4.96213 -1.91777 -0.86048
C6 4.99012 -1.91638 -2.39142
C7 2.46943 -1.37157 -0.27792
N1 1.76499 -0.30964 0.20563
C8 2.65593 0.66531 0.50687
C9 2.33745 1.89459 1.08347
C10 1.07984 2.34439 1.43571
C11 0.78837 3.64887 2.01300
C12 1.80647 4.69425 2.31880
C13 2.40570 4.54786 3.71989
C14 -0.55554 3.71840 2.15050
C15 -1.09115 2.47075 1.62634
C16 -2.44066 2.19672 1.47397
C17 -3.00089 1.06448 0.89983
N2 -2.30656 -0.00063 0.43330
C18 -3.21079 -0.92539 0.00530
C19 -2.89499 -2.18257 -0.47478
C20 -1.61754 -2.72771 -0.62133
N3 -0.45891 -2.08109 -0.34439
C21 0.56222 -2.91820 -0.67783
C22 1.91314 -2.58296 -0.65656
C23 0.02627 -4.16857 -1.16734
C24 -1.33198 -4.04955 -1.13351
C25 -2.35475 -5.03499 -1.60537
C26 -2.70333 -4.83767 -3.08240
C27 0.83997 -5.35001 -1.59644
C28 1.47214 -6.09931 -0.42081
C29 -4.55715 -0.41072 0.19535
C30 -4.42726 0.82116 0.75337
C31 -5.50161 1.77311 1.17253
C32 -5.80574 1.70730 2.67119
C33 -5.81319 -1.15287 -0.13519
C34 -6.24394 -2.11225 0.97731
N4 -0.07893 1.66362 1.22586
C35 -1.38924 4.85838 2.63539
C36 -2.00922 4.60881 4.01284
H1 6.79621 1.39069 1.84321
H2 6.06722 -0.22085 1.92097
H3 5.17504 1.17346 2.51446
H4 5.97052 0.75826 -0.41972
H5 5.02371 2.08800 0.19434
H6 4.83672 -2.94127 -0.49380
H7 5.92768 -1.57658 -0.47874
H8 4.01104 -2.16799 -2.79926
H9 5.72362 -2.62626 -2.77940
H10 5.24455 -0.92264 -2.76445
H11 3.15897 2.57809 1.25436
H12 1.35031 5.67912 2.20604
H13 2.59477 4.65307 1.56530
H14 1.62277 4.57926 4.47991
H15 3.12076 5.34495 3.93316
H16 2.92128 3.59133 3.82421
H17 -3.12859 2.96746 1.79580
H18 -3.72677 -2.81230 -0.76593
H19 2.60488 -3.34109 -1.00546
H20 -3.26183 -4.94376 -1.00319
H21 -1.99023 -6.05360 -1.44417
H22 -3.07182 -3.82603 -3.25647
H23 -3.46340 -5.54764 -3.41488
H24 -1.81632 -4.96787 -3.70507
H25 1.62674 -5.03019 -2.28813
H26 0.20424 -6.03729 -2.16071
H27 2.05345 -5.42191 0.20505
H28 2.13060 -6.90025 -0.76288
H29 0.69743 -6.53929 0.20918
H30 -6.41258 1.55843 0.60806
H31 -5.20789 2.79038 0.90285
H32 -6.19026 0.72300 2.94283
H33 -6.54586 2.45509 2.96138
H34 -4.90238 1.87808 3.25823
H35 -5.67330 -1.71124 -1.06466
H36 -6.61633 -0.43769 -0.32922
H37 -5.48089 -2.87192 1.15170
H38 -7.17968 -2.61747 0.73003
H39 -6.38376 -1.57176 1.91446
H40 -2.17344 5.05884 1.90047
H41 -0.77307 5.75956 2.66873
H42 -2.55670 3.66547 4.03030
H43 -2.69988 5.40772 4.29053
H44 -1.23451 4.54776 4.77941
O1 1.38990 -1.86086 -3.67808
C37 0.53981 -0.89336 -3.23080
O2 -0.63304 -1.10181 -3.09630
C38 1.23995 0.41905 -2.99677
C39 2.38592 0.70841 -3.71433
C40 2.92264 1.98202 -3.56947
C41 2.27459 2.87767 -2.75011
C42 1.10671 2.49902 -2.06987
N5 0.62122 1.26123 -2.16995
C43 0.38228 3.60671 -1.26540
O3 1.15802 4.47891 -0.81272
O4 -0.84448 3.49303 -1.14854
H45 0.82479 -2.64416 -3.77669
H46 2.82968 -0.03356 -4.35983
H47 3.82285 2.26258 -4.10287
H48 2.62980 3.88416 -2.58379

Calculated values
Total charge: -1
Gap between HOMO and LUMO (spin up / spin down), Eh: 0.21847 / 0.20799
E_HOMO (spin up / spin down), eV: -3.97 / -3.84
Spin multiplicity: 5

Mulliken atomic charge list, values in e, 5 entries:
1. Cr 1.14
2. C -1.24
3. C -1.47
4. C 1.12
5. C 1.17


Record 4
The following is a DFT calculation (ωB97M-V/def2-TZVPD) of C55H35Cl4MoN6S2Sb as an isolated structure.

Positions of all 104 atoms, in Å:
Mo1 0.37244 -0.39650 -0.15261
Cl1 -6.77635 -1.21121 6.16039
C1 -5.58402 -1.04335 4.92018
C2 -4.24412 -0.94166 5.26069
C3 -3.29445 -0.79785 4.26758
C4 -3.65627 -0.72952 2.91307
C5 -5.01360 -0.87375 2.60070
C6 -5.96841 -1.02847 3.58935
C7 -2.60668 -0.56436 1.90358
C8 -2.69863 0.11727 0.70536
C9 -3.87760 0.78360 0.20873
C10 -3.60878 1.24370 -1.02892
C11 -2.22792 0.94997 -1.30886
C12 -1.60108 1.32887 -2.48792
C13 -2.42872 1.94685 -3.56514
C14 -2.80869 3.28336 -3.47107
C15 -3.57291 3.87583 -4.46261
C16 -3.95826 3.12725 -5.56414
Cl2 -4.91662 3.85989 -6.80591
C17 -3.58172 1.79969 -5.68087
C18 -2.81690 1.21623 -4.68176
C19 -0.21428 1.34803 -2.66986
N1 0.67506 1.04228 -1.67052
C20 1.89359 1.56932 -2.05124
C21 2.90905 1.91662 -1.14289
C22 4.06819 2.70996 -1.62587
C23 5.08875 2.13337 -2.37531
C24 6.15613 2.88958 -2.83391
C25 6.20671 4.24315 -2.54552
Cl3 7.53668 5.19335 -3.11633
C26 5.19972 4.84189 -1.80526
C27 4.13831 4.07615 -1.35307
C28 2.63833 1.81693 0.22293
C29 3.15224 2.61006 1.31257
C30 2.29335 2.46352 2.35769
C31 1.31301 1.49868 1.95560
N2 1.58031 1.09154 0.67035
C32 0.27384 0.86510 2.58713
C33 -0.06223 -0.40674 1.95327
C34 -0.60913 -2.28906 -0.08140
C35 -1.34269 -2.42105 1.02071
C36 -1.33016 -1.29322 1.99913
N3 -0.40856 -1.34067 3.05922
C37 -0.30928 1.33013 3.86622
C38 0.02425 0.81221 5.11295
C39 -0.62917 1.25047 6.25401
C40 -1.62794 2.20436 6.14410
Cl4 -2.47071 2.72894 7.56395
C41 -1.96432 2.74582 4.91407
C42 -1.29907 2.30967 3.77976
C43 1.77930 2.09512 -3.38033
C44 0.47614 1.96802 -3.75622
N4 -1.66068 0.27080 -0.23627
H1 -3.94753 -0.97449 6.30051
H2 -2.25619 -0.70706 4.54698
H3 -5.33280 -0.91716 1.56937
H4 -7.01224 -1.14771 3.33257
H5 -4.80047 0.89406 0.75024
H6 -4.26810 1.76889 -1.69862
H7 -2.49945 3.86497 -2.61113
H8 -3.86525 4.91447 -4.38691
H9 -3.88391 1.22740 -6.54750
H10 -2.52205 0.17743 -4.76812
H11 5.06315 1.07424 -2.59475
H12 6.94831 2.42965 -3.40873
H13 5.24516 5.90112 -1.59098
H14 3.34314 4.55210 -0.79338
H15 4.03794 3.22191 1.26898
H16 2.33755 2.93917 3.32473
H17 -0.64788 -3.13327 -0.77089
H18 -1.99193 -3.25637 1.27687
H19 0.79879 0.06052 5.19124
H20 -0.36729 0.85442 7.22584
H21 -2.73774 3.49876 4.84706
H22 -1.56271 2.70967 2.80834
H23 2.57865 2.57479 -3.92211
H24 0.01150 2.31323 -4.66547
S1 0.57530 -2.56281 3.65126
C45 1.01047 -3.71221 2.36159
C46 0.57922 -5.01559 2.57479
C47 0.94078 -6.04561 1.71515
C48 0.41902 -7.35884 1.92088
N5 -0.03593 -8.40084 2.08914
C49 1.79273 -5.75236 0.63948
C50 2.23964 -4.45392 0.44652
C51 1.83476 -3.39903 1.26668
S2 2.42539 -1.79602 0.89095
C52 2.18500 -6.77227 -0.28361
N6 2.48933 -7.56367 -1.05948
H25 -0.05621 -5.22715 3.42420
H26 2.92083 -4.24440 -0.36629
C53 1.53248 -1.27569 -4.40487
Sb1 1.69820 -1.80613 -2.32627
C54 1.34423 -3.90096 -2.65750
C55 3.84168 -1.85292 -2.36816
H27 1.98934 -2.07117 -4.99323
H28 2.05556 -0.34149 -4.58446
H29 0.48878 -1.16180 -4.69369
H30 2.30046 -4.39897 -2.81055
H31 0.74475 -3.99618 -3.56192
H32 0.81856 -4.37706 -1.83413
H33 4.14469 -2.64586 -3.05072
H34 4.24745 -2.03182 -1.37617
H35 4.19939 -0.89618 -2.74319

Calculated values
Gap between HOMO and LUMO (spin up / spin down), Eh: 0.17695 / 0.20159
E_HOMO (spin up / spin down), eV: -6.64 / -7.60
Spin multiplicity: 3

Mulliken atomic charge list, values in e, 5 entries:
1. Mo -2.69
2. Cl -0.23
3. C 0.38
4. C -1.25
5. C -0.19


Question: Among the records above, which one has the highest spin multiplicity?
Answer: C43H48CrN5O4